# 1
Entry from the OMol25 dataset: a cluster of 2 separate species, C9H13N2O3 in total (wB97M-V/def2-TZVPD).

Output
- HOMO-LUMO gap (spin up / spin down): 4.6 / 3.3 eV
- Net charge: +1
- HOMO energy (spin up / spin down): -0.410 / -0.380 Ha
- E_LUMO (spin up / spin down): -6.56 / -7.04 eV
- F_max: 4.777 eV/A

Positions of all 27 atoms, in Å:
H: -1.307 -3.533 -1.861
H: 0.486 -1.438 3.336
H: 2.474 0.721 2.713
C: 2.172 0.556 1.699
H: 0.118 -2.891 -2.519
H: 0.184 0.373 3.309
H: -2.753 0.422 -3.365
N: 1.141 -0.451 1.556
O: -0.430 3.965 -0.415
H: 1.766 -1.053 -0.290
C: 0.291 -0.590 2.666
C: -0.766 -2.660 -2.022
C: -1.018 -1.459 -1.766
H: -2.043 2.885 -2.681
C: -1.802 1.966 -2.103
C: -2.065 0.651 -2.511
C: -1.472 -0.205 -1.613
H: 2.019 -2.214 0.936
C: -1.036 1.806 -0.973
N: -0.523 2.786 -0.046
O: -0.263 2.285 1.022
O: -0.841 0.531 -0.658
H: -0.679 -0.830 2.212
H: 0.340 -1.905 0.256
C: 1.372 -1.488 0.635
H: 2.852 0.170 1.038
H: 1.780 1.597 1.447



# 2
Entry from the OMol25 dataset: a cluster of 2 separate species, C4H5ClN2O in total (wB97M-V/def2-TZVPD).

Output
- HOMO-LUMO gap: 10.0 eV
- Net charge: 0
- HOMO energy: -0.354 Ha
- E_LUMO: 0.33 eV
- F_max: 5.344 eV/A

Positions of all 13 atoms, in Å:
H: 0.556 1.910 1.080
N: -2.313 -2.007 -1.793
N: -0.131 -2.637 0.378
H: 1.713 0.584 1.614
O: -0.433 -3.737 0.655
H: -1.697 -2.909 -3.651
C: 0.709 0.758 1.351
C: 0.200 -1.536 0.410
H: -0.892 0.224 0.045
Cl: 1.336 0.177 -1.314
H: 0.047 0.536 2.179
C: 0.189 -0.114 0.271
C: -1.957 -2.492 -2.723



# 3
Entry from the OMol25 dataset: the molecule C7H10 (wB97M-V/def2-TZVPD).

Output
- HOMO-LUMO gap: 8.8 eV
- Net charge: 0
- HOMO energy: -0.284 Ha
- E_LUMO: 1.05 eV
- F_max: 1.635 eV/A

Positions of all 17 atoms, in Å:
C: -0.050 0.027 1.165
H: -0.106 -1.441 1.021
C: 0.004 -1.315 -0.122
H: 1.720 1.297 0.501
H: -0.453 1.932 -0.821
C: -0.945 -0.221 -0.710
C: 0.028 0.961 -0.974
C: 1.439 -0.806 -0.350
H: -1.648 -0.481 -1.504
C: -1.472 0.178 0.662
C: 0.992 0.568 0.147
H: -2.127 -0.599 1.077
H: 2.143 -1.354 0.280
H: 0.181 0.025 2.239
H: -1.942 1.158 0.753
H: 1.807 -0.819 -1.385
H: 0.517 0.957 -1.951



# 4
Entry from the OMol25 dataset: a cluster of 3 separate species, C3H12N2O3 in total (wB97M-V/def2-TZVPD).

Output
- HOMO-LUMO gap: 9.8 eV
- Net charge: 0
- HOMO energy: -0.341 Ha
- E_LUMO: 0.53 eV
- F_max: 1.898 eV/A

Positions of all 20 atoms, in Å:
H: 1.653 -0.986 0.578
C: 0.222 -2.404 0.163
O: -1.916 1.426 1.590
C: 0.855 -1.044 -0.178
H: -1.064 1.888 1.565
H: 1.537 2.137 1.143
N: -0.918 0.921 -2.267
H: 0.262 2.048 -0.990
H: -0.951 0.058 0.124
O: 0.687 -3.383 -0.366
O: 1.189 1.854 2.012
N: 0.030 0.154 -0.103
H: 1.335 -1.248 -1.129
C: 0.168 1.004 -1.295
H: -0.692 -2.471 0.780
H: -2.552 2.047 1.214
H: 1.080 0.733 -1.820
H: 0.777 1.031 1.695
H: -0.961 -0.051 -2.550
H: -1.763 1.152 -1.752



# 5
Entry from the OMol25 dataset: a cluster of 2 separate species, C8H16N2 in total (wB97M-V/def2-TZVPD).

Output
- HOMO-LUMO gap: 9.3 eV
- Net charge: 0
- HOMO energy: -0.310 Ha
- E_LUMO: 0.87 eV
- F_max: 4.075 eV/A

Positions of all 26 atoms, in Å:
H: 2.719 -1.631 -0.753
H: -2.679 1.292 1.200
H: 1.048 -2.886 -0.058
H: 3.227 1.853 -0.209
H: -1.642 2.885 -0.450
H: 3.908 -0.403 -0.299
C: 2.932 -0.824 -0.048
C: -3.337 -0.907 0.095
C: 0.026 -2.516 -0.150
H: -0.369 -2.809 -1.124
H: -4.124 -0.207 0.305
H: -3.611 -1.910 -0.187
H: -0.923 1.125 1.095
H: -1.060 1.504 -1.384
H: -2.793 1.790 -1.223
N: 1.941 0.221 -0.194
C: -1.837 1.847 -0.706
C: -0.047 -1.046 -0.015
N: 0.634 -0.021 -0.012
H: 2.527 1.509 1.390
C: -2.023 -0.484 0.187
H: 1.518 2.216 0.107
C: -1.855 0.971 0.551
H: 2.977 -1.233 0.972
C: 2.329 1.520 0.310
H: -0.589 -2.990 0.614



# 6
Entry from the OMol25 dataset: a structure of composition CH2O4S (wB97M-V/def2-TZVPD).

Output
- HOMO-LUMO gap: 10.7 eV
- Net charge: 0
- HOMO energy: -0.410 Ha
- E_LUMO: -0.40 eV
- F_max: 3.474 eV/A

Positions of all 8 atoms, in Å:
O: -1.356 0.701 0.209
O: -0.101 -1.146 -0.494
C: -1.135 -0.583 -0.163
S: 1.846 -0.056 -0.286
H: -2.181 -0.944 -0.089
H: -0.462 1.224 0.119
O: 1.310 1.270 -0.393
O: 2.078 -0.466 1.098



Relative energy (zero: lowest compared OMol25 entry of this formula, charge and spin) readings, ordered: 726.1, 443.9, 431.2, 194.7, 458.4, 23.2 kJ/mol
Energy readings, ordered: -685.398771, -800.210498, -272.553753, -456.696009, -423.765032, -738.440834 Ha